Entry 1:
{
  "formula": "C2H7N3O",
  "method": "ωB97M-V/def2-TZVPD",
  "elements": ["N", "C", "N", "H", "H", "H", "H", "C", "N", "O", "H", "H", "H"],
  "positions_angstrom": [[-0.50, 1.76, 0.02], [-1.44, 1.16, -0.90], [-1.38, -0.05, -1.33], [-0.75, 2.68, 0.40], [0.46, 1.52, 0.20], [-2.06, 1.96, -1.35], [-1.25, -0.02, -2.32], [1.00, -0.98, 1.17], [0.51, -1.84, 0.27], [1.85, -0.11, 0.82], [0.86, -1.30, 2.32], [0.25, -1.48, -0.71], [-0.12, -2.71, 0.56]],
  "lowdin_charge": [-0.02, -0.65, -0.12, 0.01, -0.01, 0.03, -0.07, -0.45, 0.04, -0.12, 0.14, 0.09, 0.14],
  "lumo_ev": [4.023, 3.980],
  "total_charge": -1,
  "relative_energy_kcal_mol": 15.87,
  "spin_multiplicity": 2,
  "homo_lumo_gap_ev": [2.977, 6.938]
}


Entry 2:
{
  "formula": "C2H7N3O",
  "method": "ωB97M-V/def2-TZVPD",
  "elements": ["C", "C", "N", "N", "N", "O", "H", "H", "H", "H", "H", "H", "H"],
  "positions_angstrom": [[0.64, -0.32, 1.87], [-0.33, -0.76, 0.88], [0.04, 0.08, -2.40], [-1.34, 0.81, -0.61], [-0.23, 0.89, -1.30], [0.97, -0.59, 0.47], [0.47, 0.63, 2.28], [1.10, -0.92, 2.71], [-0.66, -1.77, 0.82], [0.64, -0.64, -2.03], [-0.88, -0.19, -2.73], [-1.35, 1.52, 0.10], [0.64, 1.26, -1.10]],
  "lowdin_charge": [-0.14, -0.17, 0.05, 0.08, -0.28, -0.10, 0.07, 0.12, 0.07, 0.07, 0.09, 0.05, 0.10],
  "lumo_ev": [1.103, 0.911],
  "total_charge": 0,
  "relative_energy_kcal_mol": 178.26,
  "homo_lumo_gap_ev": [8.704, 8.086]
}


Entry 3:
{
  "formula": "C2H7N3O",
  "method": "ωB97M-V/def2-TZVPD",
  "elements": ["C", "O", "N", "C", "N", "N", "H", "H", "H", "H", "H", "H", "H"],
  "positions_angstrom": [[-2.42, 0.35, -0.03], [-1.62, -0.76, 0.01], [-0.26, -0.54, 0.03], [0.32, 0.62, 0.00], [1.71, 0.72, -0.07], [2.27, -0.56, -0.08], [-3.43, 0.06, 0.23], [-1.95, 1.06, 0.75], [-2.36, 0.83, -0.97], [-0.36, 1.49, 0.00], [2.03, 1.33, 0.64], [3.23, -0.68, -0.45], [2.29, -1.14, 0.82]],
  "lowdin_charge": [-0.14, -0.18, 0.02, -0.21, -0.10, -0.06, 0.09, 0.10, 0.07, 0.11, 0.10, 0.09, 0.11],
  "lumo_ev": 0.994,
  "total_charge": 0,
  "relative_energy_kcal_mol": 117.10,
  "smiles": "CO/N=C/NN",
  "homo_lumo_gap_ev": 9.679
}


Entry 4:
{
  "formula": "C2H7N3O2",
  "method": "ωB97M-V/def2-TZVPD",
  "elements": ["H", "N", "N", "O", "H", "C", "N", "O", "C", "H", "H", "H", "H", "H"],
  "positions_angstrom": [[-3.87, 0.13, 0.92], [-2.99, -0.32, 1.27], [-2.20, -0.60, 0.45], [-2.58, -0.30, -0.87], [-1.87, -0.36, -1.63], [0.01, 0.62, 1.01], [0.95, 0.67, 0.20], [1.90, -0.27, 0.30], [2.65, -0.21, -0.92], [-0.74, 1.40, 0.90], [0.10, -0.04, 1.81], [3.52, 0.59, -0.76], [1.90, -0.14, -1.68], [3.23, -1.17, -1.02]],
  "lowdin_charge": [0.10, 0.07, -0.18, -0.10, 0.15, -0.07, -0.09, -0.20, -0.09, 0.08, 0.06, 0.12, 0.06, 0.09],
  "lumo_ev": 0.715,
  "total_charge": 0,
  "relative_energy_kcal_mol": 160.40,
  "smiles": "[H]/N=N\\O.C=NOC",
  "homo_lumo_gap_ev": 10.110
}


Entry 5:
{
  "formula": "C2H7N3O2",
  "method": "ωB97M-V/def2-TZVPD",
  "elements": ["C", "O", "N", "N", "C", "N", "O", "H", "H", "H", "H", "H", "H", "H"],
  "positions_angstrom": [[-0.74, -1.75, -0.68], [-0.95, -0.38, -1.14], [-0.12, 0.44, -0.37], [1.13, 0.77, -0.87], [-0.44, 0.69, 0.96], [0.51, 1.43, 1.60], [-1.44, 0.26, 1.48], [-1.35, -2.33, -1.37], [-1.12, -1.87, 0.34], [0.30, -2.09, -0.75], [1.72, -0.06, -0.97], [1.02, 1.19, -1.79], [0.26, 1.80, 2.50], [1.21, 1.90, 1.05]],
  "lowdin_charge": [-0.06, -0.10, -0.19, 0.08, -0.58, 0.16, 0.06, 0.09, 0.08, 0.08, 0.09, 0.10, 0.11, 0.08],
  "lumo_ev": 0.836,
  "total_charge": 0,
  "relative_energy_kcal_mol": 73.58,
  "smiles": "CON(N)C(N)=O",
  "homo_lumo_gap_ev": 10.303
}


Entry 6:
{
  "formula": "C2H7N3O2",
  "method": "ωB97M-V/def2-TZVPD",
  "elements": ["H", "N", "N", "N", "H", "H", "C", "C", "O", "O", "H", "H", "H", "H"],
  "positions_angstrom": [[2.84, 0.83, 0.97], [2.24, 0.80, 0.14], [2.56, -0.20, -0.56], [1.95, -0.33, -1.69], [2.05, -1.22, -2.15], [1.14, 0.25, -1.91], [-2.07, -0.36, 0.95], [-0.64, -0.07, 0.57], [0.15, -0.92, 0.24], [-0.33, 1.21, 0.60], [-2.74, 0.17, 0.27], [-2.25, -1.43, 0.89], [-2.26, 0.00, 1.95], [0.66, 1.30, 0.38]],
  "lowdin_charge": [0.07, 0.01, -0.14, 0.04, 0.11, 0.11, 0.01, -0.61, 0.04, 0.05, 0.08, 0.08, 0.08, 0.06],
  "lumo_ev": 0.952,
  "total_charge": 0,
  "relative_energy_kcal_mol": 53.91,
  "smiles": "[H]/N=N/N.CC(=O)O",
  "homo_lumo_gap_ev": 10.648
}


Entry 7:
{
  "formula": "C2H7N3O2",
  "method": "ωB97M-V/def2-TZVPD",
  "elements": ["C", "C", "N", "N", "N", "O", "O", "H", "H", "H", "H", "H", "H", "H"],
  "positions_angstrom": [[0.99, 2.78, 0.02], [0.01, -1.01, -0.65], [-0.66, 0.77, 0.71], [0.60, 3.88, 0.44], [0.36, -2.42, -0.83], [1.55, 1.88, -0.41], [-0.24, -0.39, 0.49], [-0.58, -0.66, -1.48], [-0.79, 0.81, 1.68], [0.68, 4.69, -0.26], [0.16, 3.98, 1.37], [0.23, -2.97, 0.04], [1.35, -2.60, -1.10], [-0.26, -2.89, -1.62]],
  "lowdin_charge": [-0.18, -0.07, 0.12, 0.31, 0.23, 0.33, -0.05, 0.15, 0.08, 0.25, 0.20, 0.19, 0.20, 0.25],
  "lumo_ev": [-8.600, -8.689],
  "total_charge": 2,
  "relative_energy_kcal_mol": 57.17,
  "homo_lumo_gap_ev": [9.237, 8.858]
}


Entry 8:
{
  "formula": "C2H7N3O2S",
  "method": "ωB97M-V/def2-TZVPD",
  "elements": ["C", "C", "N", "N", "N", "O", "O", "S", "H", "H", "H", "H", "H", "H", "H"],
  "positions_angstrom": [[-2.82, 0.82, -0.10], [2.38, 0.32, 0.29], [-2.31, -0.23, -0.41], [0.08, -1.96, 0.08], [-0.15, -0.82, 0.68], [-0.05, 1.66, 0.47], [0.54, 0.29, -1.55], [0.56, 0.51, -0.11], [-3.57, 1.28, -0.59], [-2.38, 1.37, 0.74], [2.90, 1.40, 0.41], [2.59, -0.23, 1.19], [2.91, -0.11, -0.49], [0.13, -1.93, -0.93], [-0.81, -2.38, 0.30]],
  "lowdin_charge": [-0.15, -0.13, 0.12, -0.01, -0.20, -0.33, -0.35, 0.58, 0.04, 0.08, 0.11, 0.04, 0.02, 0.09, 0.09],
  "lumo_ev": [-0.573, -0.002],
  "total_charge": 0,
  "relative_energy_kcal_mol": 79.39,
  "homo_lumo_gap_ev": [8.852, 9.125]
}


Entry 9:
{
  "formula": "C2H7N3OS",
  "method": "ωB97M-V/def2-TZVPD",
  "elements": ["C", "N", "C", "N", "O", "N", "S", "H", "H", "H", "H", "H", "H", "H"],
  "positions_angstrom": [[0.14, 1.82, -0.01], [0.90, 0.62, -0.44], [0.29, -0.50, -0.01], [1.18, -1.68, 0.27], [2.42, -1.20, -0.45], [-1.04, -0.67, 0.53], [-2.44, -0.87, -0.45], [0.96, 2.64, -0.02], [-1.09, 1.89, -0.50], [0.13, 1.37, 1.21], [0.68, -2.32, -0.47], [1.85, -0.37, -1.03], [-1.14, -1.31, 1.49], [-2.85, 0.58, -0.12]],
  "lowdin_charge": [-0.13, -0.07, -0.48, -0.01, -0.21, -0.49, 0.66, 0.09, 0.12, 0.14, 0.14, 0.12, 0.16, -0.05],
  "lumo_ev": 0.073,
  "total_charge": 0,
  "relative_energy_kcal_mol": 142.88,
  "smiles": "C/N=C(/NO)NS",
  "homo_lumo_gap_ev": 9.912
}


Entry 10:
{
  "formula": "C2H7N3OS",
  "method": "ωB97M-V/def2-TZVPD",
  "elements": ["H", "N", "C", "N", "S", "N", "O", "C", "H", "H", "H", "H", "H", "H"],
  "positions_angstrom": [[0.80, -2.45, -1.46], [0.70, -2.23, -0.48], [0.37, -1.02, -0.37], [0.01, -0.08, -1.31], [0.14, -0.22, -2.97], [0.24, -0.46, 0.96], [0.22, 0.95, 1.01], [-0.97, 1.31, 1.66], [-0.06, 0.88, -0.98], [1.50, -0.31, -3.03], [1.02, -0.70, 1.55], [-1.79, 0.61, 1.50], [-1.32, 2.26, 1.19], [-0.87, 1.46, 2.72]],
  "lowdin_charge": [0.01, 0.13, -0.55, -0.40, 0.77, 0.02, -0.21, -0.10, 0.08, -0.12, 0.13, 0.08, 0.10, 0.07],
  "lumo_ev": 0.697,
  "total_charge": 0,
  "relative_energy_kcal_mol": 39.47,
  "smiles": "[H]/N=C(\\NS)NOC",
  "homo_lumo_gap_ev": 9.956
}


Entry 11:
{
  "formula": "C2H7N3OS",
  "method": "ωB97M-V/def2-TZVPD",
  "elements": ["C", "N", "C", "N", "O", "N", "S", "H", "H", "H", "H", "H", "H", "H"],
  "positions_angstrom": [[2.07, 0.06, 1.27], [1.34, -0.70, 0.22], [0.00, -0.68, 0.10], [-0.62, -1.81, -0.09], [-2.01, -1.64, -0.16], [-0.65, 0.59, 0.09], [-0.12, 1.91, -0.82], [3.22, -0.04, 1.14], [1.79, -0.17, 2.32], [1.86, 1.12, 1.21], [1.66, -1.68, 0.15], [-2.40, -2.47, -0.36], [-1.65, 0.48, -0.05], [0.62, 2.52, 0.16]],
  "lowdin_charge": [-0.09, -0.03, -0.51, 0.02, -0.09, -0.38, 0.75, 0.11, 0.08, 0.02, 0.14, 0.06, 0.06, -0.14],
  "lumo_ev": 0.812,
  "total_charge": 0,
  "relative_energy_kcal_mol": 37.81,
  "smiles": "CN/C(=N/O)NS",
  "homo_lumo_gap_ev": 8.991
}


Entry 12:
{
  "formula": "C2H7N3OS",
  "method": "ωB97M-V/def2-TZVPD",
  "elements": ["C", "C", "H", "H", "H", "H", "H", "H", "H", "N", "N", "N", "O", "S"],
  "positions_angstrom": [[-1.16, -1.13, 1.88], [-0.44, -0.01, -0.09], [-1.03, -1.32, 2.87], [-2.27, -0.83, 1.70], [-0.94, -2.11, 1.46], [0.63, 0.38, -1.75], [1.78, 1.69, 1.05], [-1.98, -1.15, -2.73], [-1.75, 0.49, -2.32], [0.46, 0.89, -0.63], [-1.27, -0.67, -0.81], [-1.08, -0.32, -2.25], [-0.42, 0.10, 1.26], [1.98, 0.60, 0.29]],
  "lowdin_charge": [0.01, -0.70, 0.03, 0.12, 0.08, 0.18, -0.14, 0.20, 0.07, -0.31, -0.03, -0.09, -0.15, 0.74],
  "lumo_ev": 0.673,
  "total_charge": 0,
  "relative_energy_kcal_mol": 91.18,
  "homo_lumo_gap_ev": 9.437
}


Entry 13:
{
  "formula": "C2H7N3S",
  "method": "ωB97M-V/def2-TZVPD",
  "elements": ["C", "C", "N", "N", "N", "S", "H", "H", "H", "H", "H", "H", "H"],
  "positions_angstrom": [[-1.06, -0.22, -0.86], [-0.28, 1.02, -0.69], [-0.62, -1.29, 0.12], [0.75, -1.21, 0.27], [1.24, 0.03, 0.51], [1.01, 0.60, 2.09], [-2.12, -0.07, -0.67], [-0.92, -0.66, -1.85], [0.33, 1.40, -1.49], [-0.60, 1.74, 0.05], [-1.05, -1.10, 1.03], [1.21, -1.58, -0.56], [2.10, 1.36, 2.05]],
  "lowdin_charge": [-0.26, -0.01, -0.07, -0.23, -0.47, 0.68, 0.11, 0.10, 0.06, 0.04, 0.09, 0.12, -0.16],
  "lumo_ev": [0.540, 0.540],
  "total_charge": 0,
  "relative_energy_kcal_mol": 95.26,
  "homo_lumo_gap_ev": [8.671, 8.671]
}


Entry 14:
{
  "formula": "C2H7N3S",
  "method": "ωB97M-V/def2-TZVPD",
  "elements": ["C", "N", "N", "C", "N", "S", "H", "H", "H", "H", "H", "H", "H"],
  "positions_angstrom": [[-1.55, -0.35, -0.50], [-0.21, -0.02, -0.13], [-0.29, 1.26, 0.36], [0.63, -1.02, 0.27], [1.92, -0.94, 0.41], [2.90, 0.24, -0.28], [-2.03, 0.71, -0.84], [-2.27, -0.76, 0.28], [-1.27, -1.09, -1.53], [-0.70, 1.29, 1.55], [0.90, 1.54, 0.54], [0.19, -1.89, 0.79], [1.78, 1.02, -0.94]],
  "lowdin_charge": [-0.12, -0.42, -0.07, -0.33, -0.42, 0.67, 0.11, 0.08, 0.15, 0.17, 0.11, 0.12, -0.06],
  "lumo_ev": 0.589,
  "total_charge": 0,
  "relative_energy_kcal_mol": 113.13,
  "smiles": "CN(N)/C=N\\S",
  "homo_lumo_gap_ev": 8.965
}


Entry 15:
{
  "formula": "C2H7N3S",
  "method": "ωB97M-V/def2-TZVPD",
  "elements": ["H", "N", "C", "N", "N", "S", "C", "H", "H", "H", "H", "H", "H"],
  "positions_angstrom": [[-1.03, 1.60, -0.14], [-0.09, 1.25, -0.20], [-0.13, -0.04, -0.15], [-1.29, -0.82, -0.20], [-2.51, -0.15, 0.00], [1.31, -1.04, -0.14], [2.56, 0.27, 0.04], [-1.19, -1.69, 0.28], [-2.82, -0.33, 0.99], [-3.23, -0.53, -0.66], [3.51, -0.24, 0.03], [2.44, 0.78, 0.97], [2.47, 0.93, -0.83]],
  "lowdin_charge": [0.02, 0.07, -0.78, -0.15, -0.01, 0.87, -0.40, 0.08, 0.10, 0.10, 0.02, 0.03, 0.04],
  "lumo_ev": 0.730,
  "total_charge": 0,
  "relative_energy_kcal_mol": 19.33,
  "smiles": "[H]/N=C(\\NN)SC",
  "homo_lumo_gap_ev": 9.570
}


Entry 16:
{
  "formula": "C2H7N3S",
  "method": "ωB97M-V/def2-TZVPD",
  "elements": ["C", "N", "N", "C", "N", "S", "H", "H", "H", "H", "H", "H", "H"],
  "positions_angstrom": [[-2.53, -0.63, 0.12], [-1.16, -0.42, -0.03], [-0.97, 0.93, -0.45], [0.14, 1.30, -0.10], [0.98, 0.54, 0.70], [1.72, -0.66, -0.27], [-2.81, -1.79, 0.23], [-2.98, -0.05, -0.77], [-2.96, -0.12, 0.99], [-0.51, -0.62, 0.70], [0.67, 2.26, -0.23], [1.75, 1.31, 0.99], [1.72, -1.70, 0.73]],
  "lowdin_charge": [-0.17, -0.18, 0.05, -0.43, -0.46, 0.72, 0.12, 0.10, 0.06, 0.04, 0.12, 0.13, -0.08],
  "lumo_ev": 0.576,
  "total_charge": 0,
  "relative_energy_kcal_mol": 73.37,
  "smiles": "CN/N=C\\NS",
  "homo_lumo_gap_ev": 9.090
}


Entry 17:
{
  "formula": "C2H7N4",
  "method": "ωB97M-V/def2-TZVPD",
  "elements": ["C", "N", "N", "C", "N", "N", "H", "H", "H", "H", "H", "H", "H"],
  "positions_angstrom": [[1.99, 1.19, -0.13], [0.66, 0.98, -0.04], [0.41, -0.63, 0.19], [-0.94, -0.78, 0.16], [-1.35, -2.03, 0.32], [-1.75, 0.21, -0.28], [2.59, 0.29, 0.22], [2.25, 2.10, 0.52], [2.31, 1.70, -0.99], [-0.62, -2.63, 0.60], [-2.28, -2.35, 0.37], [-1.28, 1.06, -0.52], [-2.73, 0.38, -0.11]],
  "lowdin_charge": [-0.15, 0.11, 0.20, -0.46, 0.25, 0.20, 0.12, 0.16, 0.10, 0.12, 0.14, 0.08, 0.14],
  "lumo_ev": [-7.176, -6.318],
  "total_charge": 1,
  "relative_energy_kcal_mol": 112.13,
  "smiles": "C/N=N/C(N)=[NH2+]",
  "homo_lumo_gap_ev": [7.842, 9.334]
}


Entry 18:
{
  "formula": "C2H7N4",
  "method": "ωB97M-V/def2-TZVPD",
  "elements": ["C", "C", "N", "N", "N", "N", "H", "H", "H", "H", "H", "H", "H"],
  "positions_angstrom": [[0.65, -1.41, -0.55], [0.53, -0.52, 0.38], [-2.79, 2.82, 2.25], [-2.51, 2.13, 1.43], [-1.93, 1.38, 0.69], [0.35, 0.89, -0.13], [0.88, -2.46, -0.12], [0.92, -1.12, -1.51], [0.59, -0.56, 1.50], [-2.38, 0.68, 0.05], [1.27, 1.34, 0.31], [-0.51, 1.41, 0.18], [0.44, 0.93, -1.12]],
  "lowdin_charge": [0.05, -0.17, 0.29, -0.22, 0.05, 0.12, 0.13, 0.06, 0.15, 0.15, 0.22, 0.04, 0.13],
  "lumo_ev": -3.384,
  "total_charge": 1,
  "relative_energy_kcal_mol": 106.96,
  "homo_lumo_gap_ev": 11.504
}


Entry 19:
{
  "formula": "C2H7N4",
  "method": "ωB97M-V/def2-TZVPD",
  "elements": ["C", "C", "N", "N", "N", "N", "H", "H", "H", "H", "H", "H", "H"],
  "positions_angstrom": [[0.84, 0.64, -0.76], [-0.73, -1.08, -0.18], [-1.06, -2.03, 2.78], [-0.79, -1.03, 2.38], [1.05, 1.95, -0.94], [-0.40, 0.25, -0.51], [1.48, -0.29, -0.90], [-1.58, -1.59, -0.63], [0.11, -1.65, 0.09], [-1.03, -2.83, 3.37], [2.05, 2.05, -1.00], [0.46, 2.67, -0.56], [-1.29, 0.68, -0.60]],
  "lowdin_charge": [-0.12, -0.02, 0.06, 0.08, 0.17, -0.01, 0.19, 0.08, 0.04, 0.11, 0.12, 0.14, 0.15],
  "lumo_ev": [-4.409, -3.530],
  "total_charge": 1,
  "relative_energy_kcal_mol": 131.56,
  "homo_lumo_gap_ev": [6.060, 8.290]
}


Entry 20:
{
  "formula": "C2H7N4O",
  "method": "ωB97M-V/def2-TZVPD",
  "elements": ["C", "C", "N", "N", "N", "N", "O", "H", "H", "H", "H", "H", "H", "H"],
  "positions_angstrom": [[0.30, 0.06, -0.97], [1.07, 0.97, -0.09], [0.74, -0.84, -1.73], [0.14, 1.76, 0.50], [-1.02, 0.52, -0.91], [-1.00, -1.47, 0.96], [-1.05, 1.42, -0.09], [1.82, 0.32, 0.53], [1.83, 1.55, -0.71], [0.26, -1.42, -2.32], [0.18, 2.34, 1.38], [-1.41, -1.10, 1.81], [-0.14, -2.04, 1.17], [-1.71, -2.09, 0.49]],
  "lowdin_charge": [-0.40, -0.14, 0.27, 0.09, 0.22, 0.04, 0.09, 0.19, 0.17, 0.06, 0.24, 0.03, 0.07, 0.07],
  "lumo_ev": [-7.023, -7.021],
  "total_charge": 1,
  "relative_energy_kcal_mol": 160.53,
  "homo_lumo_gap_ev": [7.600, 7.602]
}